No. 1
Here is a molecular structure, C15H26FeN6O5PS from the OMol25 dataset. Energies are from ωB97M-V with the def2-TZVPD basis set.

Results
Expectation value of S²: 8.779
Spin multiplicity: 6
M (Da): 489.30
LUMO energy (spin up / spin down) (eV): -5.82 / -7.68
Energy (Ha): -3294.7207
Orbital gap (spin up / spin down) (hartree): 0.304 / 0.248
Total charge: +2
F_max (eV/A): 0.7

Geometry as XYZ:
```
55
Properties=species:S:1:pos:R:3:forces:R:3:lowdin_spin:R:1
Fe 0.278134 -0.202172 0.072843 -0.1 0.6 -0.3 3.75
N 1.312633 -1.321449 4.366575 0.0 -0.1 0.0 0.03
C 1.066713 -1.404846 3.047828 0.1 0.1 0.0 0.04
S 2.151002 -0.928049 1.866340 -0.2 -0.1 0.1 0.25
N -0.167862 -1.944519 2.775578 -0.1 -0.1 0.1 0.48
N -0.498709 -1.981521 1.500439 0.5 -0.1 -0.1 0.20
C -0.186312 -2.970160 0.756613 -0.3 -0.1 0.1 0.03
C -0.569729 -2.935281 -0.656045 -0.2 0.0 -0.1 0.01
C -0.675779 -4.101873 -1.386966 0.0 0.0 0.0 0.00
C -1.134525 -4.019763 -2.696208 0.0 0.0 0.0 0.00
C -1.465180 -2.779516 -3.204895 0.0 0.0 0.0 0.00
C -1.300825 -1.652581 -2.407461 0.0 0.1 0.0 0.01
N -0.850190 -1.715472 -1.158103 0.3 -0.3 0.2 0.04
H 2.253660 -1.126346 4.668416 0.0 0.0 0.0 0.00
H 0.719131 -1.847671 4.991388 0.0 0.0 0.0 0.00
H 0.322183 -3.843188 1.159999 -0.1 0.0 0.0 0.00
H -0.426513 -5.053314 -0.936839 0.0 0.0 0.0 0.00
H -1.240200 -4.912104 -3.298004 0.0 0.0 0.0 0.00
H -1.840932 -2.667851 -4.211857 0.0 0.0 0.0 0.00
H -1.526078 -0.666941 -2.790213 0.1 0.0 0.0 0.00
C -1.494337 2.324693 -3.883935 0.0 0.0 0.0 0.00
O -0.838750 1.432580 -2.948238 0.1 0.1 0.0 0.01
P -0.886014 1.680232 -1.372399 0.0 0.0 0.0 0.02
O -0.422458 3.213271 -1.175799 0.0 0.0 0.0 0.01
C 0.903481 3.610197 -1.586983 -0.1 0.0 0.0 0.00
O -2.457134 1.850327 -1.125692 0.0 0.0 0.0 0.01
C -3.094483 2.706178 -0.171850 0.0 0.0 0.0 0.00
H -0.812520 2.474686 -4.715840 0.0 0.0 0.0 0.00
H -1.725072 3.279333 -3.415537 0.0 0.0 0.0 0.00
H -2.410867 1.854423 -4.230686 0.0 0.0 0.0 0.00
H 0.967404 4.682496 -1.426612 0.0 0.0 0.0 0.00
H 1.046621 3.400237 -2.647186 0.0 0.0 0.0 0.00
H 1.656721 3.099264 -0.993609 0.0 -0.1 0.1 0.00
H -3.977662 3.123486 -0.647887 0.0 0.0 0.0 0.00
H -2.432802 3.519473 0.123401 0.0 0.0 0.0 0.00
H -3.393382 2.113227 0.692239 0.0 0.0 0.0 0.00
C 4.490121 -1.790602 -3.126448 0.0 0.0 0.0 0.00
C 3.880418 -0.388128 -3.028228 0.0 0.0 0.0 0.00
C 2.765252 -0.340888 -2.089736 0.0 0.0 0.0 0.00
N 1.887113 -0.317507 -1.354266 0.0 0.0 0.1 0.03
H 5.293571 -1.777397 -3.859060 0.0 0.0 0.0 0.00
H 3.747563 -2.519200 -3.446814 0.0 0.0 0.0 0.00
H 4.903563 -2.105502 -2.170292 0.0 0.0 0.0 0.00
H 3.505464 -0.045742 -3.994310 0.0 0.0 0.0 0.00
H 4.616438 0.342870 -2.688494 0.0 0.0 0.0 0.00
N -1.098907 2.791512 3.583787 0.0 0.0 0.0 0.00
C 0.154003 2.958636 2.772281 0.0 0.0 0.0 0.00
C 0.179690 1.814779 1.755998 0.0 0.2 0.0 0.00
O 1.151707 1.711256 0.998048 0.0 0.0 -0.1 0.05
O -0.815412 1.040525 1.756580 0.0 -0.1 0.1 0.03
H -1.712177 3.604469 3.549478 0.0 0.0 0.0 0.00
H -0.912792 2.577580 4.562558 0.0 0.0 0.0 0.00
H -1.564325 1.969245 3.132775 0.0 0.0 0.0 0.00
H 1.026491 2.918498 3.418346 0.0 0.0 0.0 0.00
H 0.135166 3.918731 2.262300 0.0 0.0 0.0 0.00
```
Positions in Å, forces in eV/Å.

No. 2
Here is 13 unconnected molecules or ions with the total composition C26H78O13 from the OMol25 dataset. Energies are from ωB97M-V with the def2-TZVPD basis set.

Results
M (Da): 598.90
LUMO energy (eV): 0.37
Energy (Ha): -2015.3689
Orbital gap (hartree): 0.354
Total charge: 0
F_max (eV/A): 2.3

Geometry as XYZ:
```
117
Properties=species:S:1:pos:R:3:forces:R:3:mulliken_charge:R:1
C -2.502107 2.459729 -4.917931 0.8 -0.2 0.5 -1.40
C -1.970470 2.576651 -3.491033 0.6 0.6 -0.7 0.01
O -1.066768 1.524136 -3.203474 -0.2 -0.3 0.3 0.81
H -3.129564 3.314239 -5.163107 -0.4 -0.3 -0.1 0.41
H -2.959042 1.472900 -5.008678 -0.5 0.3 -0.2 0.24
H -1.642904 2.456358 -5.590833 0.0 0.1 -0.1 0.30
H -2.773148 2.713072 -2.763650 0.0 -0.4 0.1 0.02
H -1.343574 3.467265 -3.422471 -0.1 0.2 0.0 0.39
H -1.519643 0.664674 -3.256005 0.0 0.2 0.3 -0.11
C 0.658382 -1.872524 -4.104913 -1.1 0.4 -0.2 -0.32
C 0.054470 -1.592595 -5.470327 1.3 0.3 -0.7 -0.54
O -1.274173 -1.074216 -5.379622 0.0 -0.5 0.3 -0.41
H 1.703103 -2.138821 -4.235593 0.0 -0.1 0.2 0.47
H 0.067369 -2.654494 -3.626993 0.3 -0.3 0.1 0.01
H 0.555913 -0.990707 -3.475579 0.3 0.0 0.0 -0.14
H 0.155687 -2.502539 -6.078393 -0.7 0.0 0.1 0.39
H 0.664880 -0.857403 -6.012638 0.0 0.1 0.3 0.37
H -1.681686 -1.096574 -6.249895 0.0 0.0 0.0 0.23
C 3.845971 1.229337 3.237457 1.7 -0.1 1.1 -0.14
C 4.587048 2.118009 4.230551 -0.6 1.0 0.0 -0.56
O 4.217334 1.761390 5.559973 0.1 -0.5 0.0 -0.50
H 4.204641 1.511112 2.248972 -0.8 0.1 -0.3 0.33
H 2.787946 1.266677 3.466626 -0.2 0.0 -0.6 -0.04
H 4.244135 0.224250 3.405501 -0.4 -0.2 -0.1 -0.08
H 4.267521 3.160702 4.092137 0.1 0.0 -0.2 0.29
H 5.669172 2.114990 4.066356 0.0 -0.3 0.1 0.38
H 4.872572 2.081517 6.183208 0.0 0.1 0.0 0.28
C -0.591993 0.480045 -0.177888 0.2 0.1 0.5 1.55
C -0.062262 -0.118271 1.122745 0.1 -0.2 -1.1 -0.38
O 1.345425 0.055521 1.150218 0.1 0.0 0.0 0.35
H -0.185694 -0.024588 -1.054004 0.1 -0.1 0.1 -0.16
H -0.324947 1.534845 -0.246064 -0.2 0.0 0.0 -0.56
H -1.673265 0.370847 -0.213502 -0.1 0.1 0.0 -0.61
H -0.288342 -1.193420 1.080296 -0.1 0.0 0.4 0.02
H -0.528851 0.348050 1.997050 -0.1 -0.1 0.0 0.07
H 1.679679 -0.483641 1.888192 0.0 0.2 0.1 -0.19
C 1.405421 3.972883 -0.229997 1.0 1.0 -0.3 -1.44
C 0.146981 4.280032 -1.003971 0.4 0.2 -0.3 0.29
O -1.022464 4.068186 -0.204448 0.1 0.3 -0.6 -0.45
H 1.465835 3.007049 0.265360 -0.2 0.0 0.0 0.14
H 1.672982 4.790014 0.448799 -0.6 -0.3 0.5 0.45
H 2.260670 4.085586 -0.910681 -0.2 -0.6 -0.2 0.41
H 0.105902 3.703405 -1.937342 -0.1 -0.3 0.3 -0.26
H 0.185697 5.328833 -1.332785 0.0 -0.1 0.2 0.63
H -1.686813 4.632485 -0.618608 -0.3 -0.2 0.4 0.25
C -1.264058 2.950872 4.520752 -0.4 -0.5 -0.1 -1.26
C -1.348280 3.092346 3.001442 -0.3 1.7 0.7 1.00
O -1.023132 4.439040 2.612736 0.6 -0.1 0.2 -0.68
H -1.985895 2.174429 4.792359 0.3 -0.3 0.1 0.28
H -1.627458 3.821491 5.067193 0.2 0.3 -0.3 0.38
H -0.277003 2.672689 4.884178 0.1 0.1 0.0 0.28
H -2.409153 3.009167 2.759541 0.1 -0.9 -0.5 0.07
H -0.667604 2.408738 2.500844 -0.3 -0.3 -0.1 -0.48
H -0.817125 4.434716 1.664658 -0.2 -0.1 0.2 0.28
C -4.075454 2.097615 -0.441632 1.5 -0.2 -0.3 -0.47
C -4.288784 0.773651 -1.161375 -0.7 0.6 0.1 0.34
O -5.575131 0.296826 -0.753314 -0.2 -0.6 -0.2 -0.53
H -4.174678 1.922769 0.628417 -0.3 0.3 0.0 0.15
H -4.697211 2.901792 -0.835072 -0.5 -0.2 0.3 0.48
H -3.055598 2.473073 -0.599235 0.0 -0.2 0.1 -0.30
H -3.599088 -0.024622 -0.900556 0.2 0.3 0.3 -0.57
H -4.171065 0.907501 -2.241949 -0.4 -0.2 0.0 0.51
H -6.279754 0.578165 -1.340702 0.2 0.2 -0.1 0.31
C -3.038386 -3.379281 -3.316728 0.5 0.2 1.0 -1.40
C -2.764360 -2.355328 -2.199196 -0.4 -0.3 -0.8 0.10
O -2.212873 -1.152383 -2.738028 -0.1 -0.1 -0.3 -0.12
H -2.119783 -3.540505 -3.879171 -0.1 -0.1 -0.3 0.27
H -3.844092 -3.029998 -3.957458 0.0 -0.1 -0.1 0.41
H -3.303482 -4.323163 -2.836935 -0.2 0.0 -0.2 0.41
H -2.084486 -2.769910 -1.453100 0.0 0.0 0.0 -0.02
H -3.731018 -2.150100 -1.731611 0.2 0.3 0.2 0.37
H -1.976704 -1.317674 -3.671099 -0.1 0.0 0.2 -0.25
C 3.409262 0.390239 -2.302973 0.6 -0.4 0.6 -1.09
C 2.544234 1.525201 -2.755701 -0.5 0.2 -1.0 0.60
O 1.728564 1.179578 -3.893519 0.0 -0.2 0.5 -0.57
H 4.105541 0.043623 -3.068146 -0.2 -0.1 -0.1 0.40
H 2.834218 -0.448421 -1.900532 -0.2 0.0 -0.4 0.03
H 4.011125 0.710366 -1.444505 0.0 0.2 -0.1 0.40
H 3.140877 2.360577 -3.138538 0.2 0.1 0.7 0.35
H 1.907486 1.822310 -1.917909 0.1 0.2 -0.1 -0.38
H 0.809924 1.353042 -3.644420 -0.2 0.0 -0.2 0.10
C -5.331339 -0.267684 3.167881 0.3 -0.3 1.2 -1.22
C -4.199803 -1.058944 2.515659 -0.1 0.6 0.4 0.78
O -3.174884 -1.194249 3.516433 0.1 0.1 -0.5 -0.59
H -5.811766 -0.921926 3.902088 -0.5 -0.1 -0.4 0.35
H -6.047449 0.240296 2.529159 0.0 -0.4 -0.3 0.31
H -4.908181 0.476621 3.849879 0.3 0.2 -0.5 0.29
H -3.819833 -0.523614 1.642817 0.1 0.0 -0.1 -0.44
H -4.501998 -2.062248 2.215784 -0.2 0.0 -0.2 0.23
H -2.333013 -1.128290 3.053881 0.1 -0.1 0.2 0.30
C 1.609526 -1.181774 5.287537 -0.4 -1.2 0.0 -0.81
C 2.457415 -2.071382 4.382322 0.7 1.1 0.7 -0.36
O 2.009479 -1.851878 3.052917 0.3 -0.9 -0.3 -0.29
H 1.442323 -0.255199 4.746889 0.2 0.3 0.4 -0.02
H 2.069984 -1.077178 6.269035 0.2 0.4 -0.1 0.34
H 0.636174 -1.641236 5.483038 -0.1 0.1 -0.2 0.34
H 2.517813 -3.120063 4.694095 -0.6 -0.1 -0.3 0.38
H 3.496913 -1.719095 4.478349 -0.1 0.0 -0.2 0.27
H 2.699348 -2.200454 2.455146 -0.2 0.1 0.1 0.24
C 1.140062 -5.197304 -0.186851 0.2 -1.0 1.3 -1.25
C -0.209434 -4.475855 -0.226208 1.2 -1.3 -1.6 0.47
O -1.180703 -5.197029 0.505942 -0.1 0.6 0.5 -0.54
H 1.973106 -4.802911 -0.767191 -0.3 0.4 -0.1 0.27
H 1.020326 -6.249979 -0.468620 -0.2 0.1 -0.4 0.39
H 1.462353 -5.300082 0.857182 0.1 0.4 -0.1 0.32
H -0.482939 -4.537067 -1.288537 -0.2 0.8 0.0 0.22
H -0.060495 -3.450080 0.099410 -0.6 0.0 0.3 -0.22
H -1.432123 -5.959391 -0.019951 0.0 0.0 0.0 0.36
C 6.063464 -2.183080 1.001729 -0.1 0.1 -0.1 -1.07
C 4.879835 -2.181400 0.058490 -0.5 -0.1 0.3 0.01
O 3.706737 -2.061833 0.894909 0.0 -0.1 -0.5 -0.50
H 7.000709 -1.885156 0.533648 -0.1 0.0 -0.2 0.36
H 6.209417 -3.156182 1.467405 -0.1 0.0 0.1 0.29
H 5.806959 -1.436770 1.755437 0.3 -0.1 0.2 0.15
H 4.763293 -3.099388 -0.523610 0.3 0.0 -0.1 0.34
H 4.911058 -1.324971 -0.619544 0.1 -0.1 0.0 0.09
H 2.941068 -1.966653 0.311716 0.0 0.2 0.1 0.02
```
Positions in Å, forces in eV/Å.

No. 3
Here is a molecular structure, C13H22GaN4PS from the OMol25 dataset. Energies are from ωB97M-V with the def2-TZVPD basis set.

Results
M (Da): 367.11
LUMO energy (eV): -7.39
Energy (Ha): -3391.3829
Orbital gap (hartree): 0.297
Total charge: +2
F_max (eV/A): 3.0

Geometry as XYZ:
```
42
Properties=species:S:1:pos:R:3:forces:R:3:nbo_charge:R:1
Ga 0.417552 0.815652 0.767743 -0.2 1.6 -0.2 1.30
N 4.355973 2.157368 0.801492 0.8 1.2 0.2 -0.77
C 3.016332 2.188199 0.674405 0.2 -1.3 0.3 0.37
S 2.229319 1.151815 1.979015 0.4 0.5 0.1 -0.27
N 2.377197 2.705082 -0.328087 0.3 0.9 0.3 -0.37
N 1.042433 2.549257 -0.174882 -1.3 -1.6 0.0 -0.35
C 0.148654 3.422829 -0.406647 0.4 1.2 -0.2 0.12
C -1.275172 3.055388 -0.114013 0.3 -0.4 -0.5 0.16
C -2.357121 3.762370 -0.647475 -0.1 -1.5 1.4 -0.18
C -3.638169 3.273840 -0.385166 0.7 0.1 -1.0 -0.08
C -3.801439 2.137641 0.344492 -1.2 -0.4 0.8 -0.23
C -2.705395 1.480628 0.828176 0.8 -1.1 1.6 0.09
N -1.442339 1.889138 0.611739 0.2 0.8 -0.7 -0.56
H 4.664362 1.924287 1.756701 0.1 0.1 -1.0 0.43
H 5.002210 2.798527 0.254583 -1.4 -1.1 0.8 0.45
H 0.487194 4.440429 -0.746309 -0.7 -1.0 0.2 0.26
H -2.302549 4.637948 -1.224207 0.7 1.0 -0.6 0.26
H -4.485911 3.699477 -0.874068 -0.4 0.6 0.0 0.26
H -4.806381 1.800666 0.614925 0.4 -0.1 -0.2 0.27
H -2.844156 0.616584 1.526753 0.2 0.8 -0.9 0.23
C 2.626995 -1.240922 -1.121362 1.9 -0.2 0.6 -0.63
C 1.227282 -1.705380 -1.346882 -1.8 -0.1 0.1 -0.70
P 0.098728 -1.369109 0.073503 0.1 0.0 -0.8 0.99
C -1.603618 -1.377110 -0.442220 0.7 -0.9 -2.8 -0.73
C -1.977746 -2.736973 -1.119229 -1.2 0.7 -0.2 -0.62
C 0.327097 -2.497386 1.463132 0.8 1.2 0.7 -0.73
C 0.844706 -3.890852 1.247164 -0.6 -1.5 -0.2 -0.63
H 3.259852 -1.534839 -1.986692 -0.4 0.4 0.5 0.27
H 3.116328 -1.725796 -0.215456 -0.8 0.4 -1.0 0.24
H 2.713059 -0.153577 -0.941382 -0.1 -0.4 -0.4 0.21
H 1.144705 -2.765202 -1.480762 0.3 -1.0 0.2 0.26
H 0.681555 -1.388574 -2.261352 0.6 0.6 0.5 0.27
H -1.655938 -0.610537 -1.247098 -0.2 -0.1 0.6 0.25
H -2.114018 -1.028501 0.410881 -1.2 -0.1 0.8 0.23
H -1.392389 -2.857963 -2.028295 0.0 0.2 -0.2 0.22
H -3.073621 -2.738707 -1.450286 1.6 -0.2 0.8 0.26
H -1.693429 -3.592682 -0.514992 -0.5 -0.1 0.3 0.23
H -0.562833 -2.459193 2.081282 -0.5 -0.1 -0.1 0.27
H 1.028630 -1.876410 2.053115 0.2 -0.7 0.1 0.25
H 1.488277 -4.029297 0.405769 0.9 0.4 -0.5 0.22
H 0.086741 -4.661047 1.036619 -0.3 0.6 0.2 0.24
H 1.347034 -4.267077 2.125370 0.3 0.1 0.3 0.26
```
Positions in Å, forces in eV/Å.

No. 4
Here is 2 unconnected molecules or ions with the total composition C4H10OS2 from the OMol25 dataset. Energies are from ωB97M-V with the def2-TZVPD basis set.

Results
M (Da): 138.26
LUMO energy (eV): 0.51
Energy (Ha): -1030.0102
Orbital gap (hartree): 0.328
Total charge: 0
F_max (eV/A): 1.9

Geometry as XYZ:
```
17
Properties=species:S:1:pos:R:3:forces:R:3:nbo_charge:R:1
C 0.230279 -1.750929 0.281132 -0.9 -1.2 0.8 -0.42
C -0.081741 -0.683739 1.323752 -0.4 -0.2 0.7 -0.42
C 1.153819 -0.072319 1.919732 0.6 0.7 0.5 -0.53
S 1.879288 1.071670 0.717192 0.2 -0.9 -1.2 0.10
S 2.269908 -0.299679 -0.909827 -0.5 -0.2 0.5 0.03
C 0.679859 -1.314099 -1.066157 0.0 1.9 -0.3 -0.49
H 0.955129 -2.458178 0.728172 -0.3 0.2 -0.2 0.21
H -0.718691 -2.297968 0.120962 0.4 -0.1 0.1 0.21
H -0.616911 -1.167569 2.163372 0.0 0.1 -0.5 0.21
H -0.718931 0.140091 0.948592 0.2 -0.5 0.0 0.21
H 0.888589 0.573920 2.778502 0.2 -0.2 -0.3 0.23
H 1.898918 -0.811309 2.272112 -0.4 0.3 -0.3 0.22
H -0.093371 -0.623639 -1.454527 0.4 -0.3 -0.1 0.21
H 0.758749 -2.162718 -1.772597 0.6 0.6 0.4 0.24
O -2.783300 4.344849 -2.751986 -0.2 -1.2 0.2 -0.94
H -2.121580 3.719419 -2.378877 -0.7 0.7 -0.4 0.47
H -3.580010 3.792190 -2.919557 0.9 0.6 0.2 0.47
```
Positions in Å, forces in eV/Å.

The highest F_max belongs to which entry?
C13H22GaN4PS

Among the records above, which one has the lowest F_max?
C15H26FeN6O5PS